# 1
{"formula": "C36H96N8O10", "method": "wB97M-V/def2-TZVPD", "species": ["C", "C", "C", "O", "C", "N", "H", "H", "H", "H", "H", "H", "H", "H", "H", "H", "H", "C", "C", "C", "O", "C", "N", "H", "H", "H", "H", "H", "H", "H", "H", "H", "H", "H", "C", "C", "C", "O", "C", "N", "H", "H", "H", "H", "H", "H", "H", "H", "H", "H", "H", "C", "C", "C", "O", "C", "N", "H", "H", "H", "H", "H", "H", "H", "H", "H", "H", "H", "C", "C", "C", "O", "C", "N", "H", "H", "H", "H", "H", "H", "H", "H", "H", "H", "H", "C", "C", "C", "O", "C", "N", "H", "H", "H", "H", "H", "H", "H", "H", "H", "H", "H", "C", "O", "C", "C", "N", "C", "C", "O", "C", "H", "H", "H", "H", "H", "H", "H", "H", "H", "H", "H", "H", "H", "H", "H", "C", "O", "C", "C", "N", "C", "C", "O", "C", "H", "H", "H", "H", "H", "H", "H", "H", "H", "H", "H", "H", "H", "H", "H"], "coordinates": [[-15.72, -7.18, -21.52], [-17.15, -6.83, -21.74], [-17.41, -5.55, -21.03], [-17.28, -5.78, -19.66], [-17.46, -4.63, -18.92], [-17.47, -6.51, -23.17], [-15.11, -6.31, -21.78], [-15.41, -8.06, -22.07], [-15.46, -7.45, -20.50], [-17.79, -7.66, -21.38], [-18.40, -5.12, -21.21], [-16.67, -4.79, -21.35], [-17.37, -4.81, -17.84], [-18.47, -4.25, -19.05], [-16.70, -3.88, -19.13], [-17.07, -7.14, -23.85], [-18.48, -6.44, -23.24], [-16.16, 1.72, -17.25], [-14.80, 1.91, -16.68], [-13.74, 1.63, -17.74], [-13.79, 0.25, -18.04], [-12.93, -0.09, -19.08], [-14.58, 3.35, -16.32], [-16.31, 2.42, -18.07], [-16.87, 1.87, -16.45], [-16.31, 0.69, -17.59], [-14.60, 1.22, -15.84], [-12.76, 1.95, -17.35], [-13.97, 2.26, -18.61], [-13.03, -1.16, -19.24], [-11.88, 0.08, -18.82], [-13.09, 0.46, -20.01], [-15.35, 3.65, -15.73], [-13.72, 3.52, -15.82], [-21.34, -2.77, -19.44], [-21.83, -1.32, -19.56], [-23.17, -1.10, -18.97], [-24.08, -1.88, -19.68], [-25.40, -1.63, -19.33], [-20.87, -0.43, -18.85], [-20.38, -2.83, -19.96], [-22.01, -3.44, -19.98], [-21.29, -3.06, -18.39], [-21.92, -1.08, -20.65], [-23.38, -0.02, -19.10], [-23.19, -1.31, -17.89], [-25.63, -1.58, -18.27], [-26.02, -2.39, -19.78], [-25.76, -0.65, -19.69], [-21.21, 0.52, -18.75], [-19.96, -0.45, -19.28], [-16.56, 0.48, -25.11], [-17.95, 0.06, -24.64], [-18.80, -0.04, -25.85], [-20.08, -0.55, -25.49], [-20.90, 0.51, -25.05], [-17.99, -1.19, -23.84], [-16.68, 1.41, -25.67], [-16.14, -0.32, -25.72], [-15.84, 0.62, -24.28], [-18.33, 0.86, -23.96], [-18.31, -0.78, -26.49], [-18.86, 0.89, -26.41], [-20.56, 0.95, -24.09], [-21.94, 0.27, -24.91], [-20.95, 1.31, -25.80], [-18.80, -1.69, -24.14], [-17.16, -1.75, -24.06], [-17.47, -1.13, -20.06], [-17.84, 0.25, -20.37], [-16.64, 1.06, -20.85], [-16.98, 2.40, -21.04], [-15.91, 3.16, -21.51], [-18.98, 0.30, -21.30], [-16.57, -1.25, -19.45], [-17.19, -1.71, -20.93], [-18.25, -1.74, -19.61], [-18.18, 0.74, -19.43], [-16.28, 0.69, -21.82], [-15.76, 1.00, -20.18], [-15.41, 2.67, -22.36], [-15.17, 3.30, -20.71], [-16.35, 4.10, -21.81], [-18.76, -0.21, -22.15], [-19.11, 1.28, -21.56], [-10.93, 1.18, -22.29], [-10.75, 2.51, -23.05], [-12.05, 3.07, -23.42], [-12.89, 2.19, -24.16], [-12.53, 2.15, -25.52], [-10.03, 3.63, -22.43], [-11.36, 1.33, -21.30], [-10.01, 0.63, -22.09], [-11.53, 0.46, -22.86], [-10.21, 2.28, -23.95], [-11.98, 3.98, -23.99], [-12.64, 3.39, -22.56], [-13.23, 1.52, -26.07], [-11.56, 1.66, -25.60], [-12.37, 3.12, -26.05], [-10.43, 3.97, -21.58], [-9.06, 3.35, -22.35], [-16.61, 2.64, -13.44], [-16.88, 3.84, -14.18], [-16.13, 4.93, -13.59], [-16.42, 6.27, -14.32], [-16.22, 6.28, -15.75], [-17.39, 6.00, -16.55], [-17.02, 5.99, -17.99], [-18.20, 6.28, -18.70], [-18.06, 6.19, -20.09], [-16.86, 2.78, -12.37], [-15.55, 2.36, -13.51], [-17.10, 1.76, -13.84], [-15.06, 4.71, -13.64], [-16.49, 5.11, -12.57], [-15.75, 7.00, -13.80], [-17.41, 6.66, -14.04], [-15.43, 5.72, -16.05], [-18.04, 6.87, -16.41], [-17.94, 5.10, -16.24], [-16.68, 5.01, -18.30], [-16.28, 6.76, -18.25], [-18.07, 5.14, -20.43], [-17.21, 6.79, -20.38], [-18.97, 6.56, -20.54], [-20.86, 2.78, -14.66], [-21.11, 2.97, -16.07], [-19.93, 2.73, -16.86], [-20.18, 3.33, -18.21], [-21.34, 2.72, -18.85], [-21.58, 3.26, -20.14], [-22.58, 2.41, -20.85], [-23.12, 3.11, -21.95], [-24.14, 2.40, -22.61], [-21.73, 3.03, -14.04], [-20.10, 3.51, -14.39], [-20.66, 1.74, -14.46], [-19.77, 1.63, -16.97], [-19.03, 3.15, -16.36], [-19.26, 3.17, -18.77], [-20.35, 4.39, -17.99], [-22.09, 2.95, -18.22], [-20.67, 3.34, -20.72], [-21.92, 4.30, -20.12], [-23.43, 2.17, -20.18], [-22.11, 1.45, -21.14], [-24.53, 3.08, -23.37], [-25.01, 2.17, -21.97], [-23.83, 1.43, -22.99]], "mulliken_charge": [-1.4367, 0.6099, -0.5537, -0.3818, -0.3218, -0.6271, 0.3316, 0.4064, 0.3080, 0.2087, 0.2791, 0.2117, 0.3338, 0.0464, 0.2080, 0.2069, 0.2243, -0.4466, 0.5508, -0.6894, -0.3389, -0.7869, -0.4408, -0.1776, 0.0464, 0.2236, 0.1862, 0.4691, 0.0985, 0.3522, 0.4198, 0.0755, -0.0805, 0.2677, -1.5115, 0.9727, -0.5082, -0.3077, -0.7767, -0.5619, 0.2710, 0.3960, 0.3618, -0.0600, 0.1885, 0.3617, 0.3286, 0.2879, 0.2356, 0.2466, -0.1506, -1.9042, 1.3710, -0.8586, -0.4186, -0.5397, -0.4941, 0.3753, 0.4279, 0.3519, -0.3404, 0.3655, 0.4385, 0.1467, 0.2526, 0.3387, 0.2321, 0.2444, -2.0263, 2.3411, -0.3794, -0.0141, -0.9116, 0.1163, 0.4957, 0.4485, 0.2855, -0.5559, 0.2110, -0.5404, 0.1713, 0.1860, 0.4255, -0.1490, 0.1966, -1.0763, 0.5946, -0.9925, -0.1220, -0.9128, -0.6348, 0.0306, 0.4359, 0.3000, 0.2525, 0.4874, 0.2461, 0.2261, 0.3452, 0.3646, 0.2232, 0.2488, -1.0272, -0.0123, -0.4887, -0.9606, -0.3901, 0.0227, -0.5281, -0.3671, -0.3708, 0.3685, 0.3342, 0.2881, 0.3510, 0.4674, 0.3484, 0.4070, 0.3222, 0.4371, -0.1929, 0.1468, 0.5070, -0.1614, 0.3494, 0.3274, -0.6323, -0.4991, 0.4907, -0.5668, 0.1636, -0.7676, 0.0130, -0.4356, -0.7159, 0.2910, 0.1474, 0.2991, 0.4891, -0.6735, -0.1202, 0.5359, 0.2229, 0.1494, 0.3435, 0.3795, -0.0014, 0.2872, 0.3193, 0.2398], "energy_ha": -2619.4337, "multiplicity": 1, "e_homo_ev": -8.033, "smiles": "COC[C@H](C)N.COC[C@H](C)N.COC[C@H](C)N.COC[C@H](C)N.COC[C@H](C)N.COC[C@H](C)N.COCCNCCOC.COCCNCCOC", "e_above_lowest_kcal_mol": 5.9, "orbital_gap_ev": 8.65}

---

# 2
{"formula": "C36H96N8O10", "method": "wB97M-V/def2-TZVPD", "species": ["C", "O", "C", "C", "N", "C", "C", "O", "C", "H", "H", "H", "H", "H", "H", "H", "H", "H", "H", "H", "H", "H", "H", "H", "C", "O", "C", "C", "N", "C", "C", "O", "C", "H", "H", "H", "H", "H", "H", "H", "H", "H", "H", "H", "H", "H", "H", "H", "C", "C", "C", "O", "C", "N", "H", "H", "H", "H", "H", "H", "H", "H", "H", "H", "H", "C", "C", "C", "O", "C", "N", "H", "H", "H", "H", "H", "H", "H", "H", "H", "H", "H", "C", "C", "C", "O", "C", "N", "H", "H", "H", "H", "H", "H", "H", "H", "H", "H", "H", "C", "C", "C", "O", "C", "N", "H", "H", "H", "H", "H", "H", "H", "H", "H", "H", "H", "C", "C", "C", "O", "C", "N", "H", "H", "H", "H", "H", "H", "H", "H", "H", "H", "H", "C", "C", "C", "O", "C", "N", "H", "H", "H", "H", "H", "H", "H", "H", "H", "H", "H"], "coordinates": [[-0.49, 4.81, 1.02], [-0.81, 3.46, 1.12], [-0.08, 2.70, 2.16], [-0.35, 1.22, 2.10], [-1.43, 0.63, 2.87], [-1.43, -0.82, 2.85], [-1.64, -1.33, 1.40], [-2.77, -0.74, 0.63], [-4.05, -0.76, 1.25], [-0.06, 5.17, 1.95], [-1.41, 5.36, 0.82], [0.10, 5.10, 0.15], [-0.38, 3.02, 3.16], [0.97, 2.84, 1.94], [0.54, 0.72, 2.49], [-0.32, 1.10, 1.01], [-2.31, 1.07, 2.64], [-2.33, -1.04, 3.42], [-0.64, -1.24, 3.48], [-1.84, -2.39, 1.54], [-0.72, -1.17, 0.84], [-4.22, 0.15, 1.83], [-4.25, -1.59, 1.93], [-4.85, -0.68, 0.52], [10.73, -2.86, -6.28], [9.82, -3.77, -5.87], [8.48, -3.32, -5.90], [8.30, -2.34, -4.71], [6.89, -1.85, -4.49], [6.37, -2.02, -3.12], [5.14, -1.25, -2.68], [5.43, 0.08, -2.57], [4.25, 0.76, -2.28], [10.66, -2.56, -7.32], [11.62, -3.49, -6.26], [10.84, -1.98, -5.65], [8.02, -4.27, -5.62], [8.15, -2.93, -6.86], [8.75, -1.39, -4.99], [8.74, -2.61, -3.75], [6.99, -0.87, -4.70], [7.19, -2.04, -2.40], [5.97, -3.04, -3.11], [4.68, -1.67, -1.79], [4.36, -1.38, -3.43], [4.58, 1.70, -1.83], [3.69, 0.38, -1.43], [3.71, 1.12, -3.16], [-4.14, 7.84, -3.30], [-4.87, 8.40, -4.54], [-6.37, 8.50, -4.35], [-7.05, 8.75, -5.63], [-8.08, 9.72, -5.63], [-4.25, 9.70, -4.72], [-4.01, 8.65, -2.58], [-3.10, 7.64, -3.55], [-4.51, 6.93, -2.83], [-4.81, 7.67, -5.35], [-6.69, 9.30, -3.68], [-6.81, 7.60, -3.91], [-7.70, 10.67, -5.27], [-9.07, 9.40, -5.30], [-8.35, 10.04, -6.64], [-3.46, 9.57, -5.33], [-4.83, 10.20, -5.38], [-1.39, -4.23, 7.02], [-2.47, -3.26, 7.45], [-1.92, -1.87, 7.86], [-0.98, -1.79, 8.96], [-0.15, -0.68, 8.97], [-3.55, -3.10, 6.48], [-0.71, -4.26, 7.87], [-0.77, -3.95, 6.16], [-1.60, -5.25, 6.68], [-2.86, -3.63, 8.40], [-2.77, -1.21, 8.03], [-1.40, -1.46, 6.99], [-0.65, 0.16, 9.43], [0.29, -0.37, 8.02], [0.64, -1.00, 9.66], [-4.06, -3.98, 6.41], [-4.18, -2.42, 6.87], [3.75, 6.93, -6.05], [2.34, 7.50, -6.36], [1.14, 6.88, -5.47], [0.96, 5.48, -5.73], [0.05, 4.97, -4.84], [2.60, 8.96, -6.16], [4.41, 7.06, -6.90], [3.65, 5.85, -5.97], [4.13, 7.33, -5.11], [1.95, 7.44, -7.37], [0.21, 7.42, -5.63], [1.33, 7.22, -4.45], [-0.93, 5.27, -5.19], [0.31, 5.16, -3.79], [0.10, 3.91, -5.07], [1.88, 9.40, -6.72], [3.47, 9.16, -6.64], [-1.95, -7.65, 2.78], [-0.62, -8.50, 2.98], [-0.48, -9.22, 4.30], [0.70, -8.78, 4.96], [1.03, -9.42, 6.18], [-0.46, -9.37, 1.91], [-1.80, -6.85, 2.06], [-2.21, -6.98, 3.60], [-2.82, -8.29, 2.69], [0.24, -7.83, 3.02], [-0.45, -10.30, 4.22], [-1.41, -8.99, 4.82], [2.05, -9.72, 5.94], [0.36, -10.20, 6.54], [1.03, -8.58, 6.87], [-0.06, -8.86, 1.13], [-1.30, -9.83, 1.57], [-7.43, -6.62, 0.46], [-8.39, -6.17, -0.65], [-7.71, -5.22, -1.60], [-8.16, -3.88, -1.21], [-7.87, -2.88, -2.20], [-8.96, -7.35, -1.23], [-7.99, -7.29, 1.11], [-7.15, -5.68, 0.94], [-6.55, -7.09, 0.04], [-9.24, -5.65, -0.19], [-8.17, -5.35, -2.57], [-6.62, -5.20, -1.65], [-6.80, -2.69, -2.10], [-8.47, -2.02, -1.87], [-8.20, -3.20, -3.19], [-8.40, -7.75, -1.97], [-9.78, -7.04, -1.74], [7.82, 0.99, 2.34], [6.44, 1.06, 3.01], [5.92, 2.50, 3.19], [4.71, 2.32, 3.89], [4.41, 3.35, 4.86], [5.43, 0.31, 2.27], [7.61, 0.95, 1.27], [8.37, 0.07, 2.52], [8.43, 1.84, 2.65], [6.45, 0.59, 4.00], [5.82, 3.12, 2.30], [6.65, 3.11, 3.71], [5.24, 3.71, 5.46], [3.64, 2.97, 5.53], [3.90, 4.13, 4.30], [4.56, 0.59, 2.71], [5.31, 0.62, 1.31]], "mulliken_charge": [-0.7189, -0.3276, -0.6467, -0.5272, -0.2104, -0.7184, -0.6283, -0.3782, -0.7160, 0.3262, 0.2501, 0.2214, 0.3620, 0.3986, 0.4224, 0.1952, 0.2772, 0.3828, 0.3889, 0.4175, 0.3785, 0.2234, 0.3097, 0.3003, -0.6927, -0.3376, -0.4340, -0.5124, -0.3937, -0.5989, -0.4860, -0.3215, -0.8859, 0.2928, 0.2710, 0.2852, 0.2587, 0.2850, 0.3121, 0.2999, 0.2746, 0.4171, 0.2630, 0.3869, 0.3340, 0.2720, 0.3454, 0.3586, -1.3470, 0.7926, -0.9690, -0.3495, -0.7668, -0.7584, 0.3742, 0.2269, 0.3726, 0.2283, 0.4390, 0.3425, 0.3502, 0.2889, 0.2743, 0.2451, 0.2570, -1.3663, 0.5834, -0.4949, -0.3248, -0.6739, -0.6232, 0.3361, 0.2510, 0.4109, 0.1342, 0.2990, 0.1793, 0.2730, 0.3142, 0.2314, 0.2531, 0.2329, -1.3950, 0.5046, -0.7939, -0.3174, -0.7100, -0.7415, 0.3754, 0.3725, 0.3548, 0.3179, 0.3195, 0.3484, 0.2932, 0.3077, 0.2552, 0.2490, 0.2589, -1.4017, 0.4545, -0.6696, -0.3251, -0.7044, -0.6407, 0.3837, 0.3301, 0.3588, 0.2421, 0.3778, 0.3073, 0.2214, 0.3541, 0.2145, 0.2568, 0.2423, -1.4371, 0.4647, -0.5893, -0.3411, -0.6581, -0.7487, 0.3726, 0.3581, 0.3234, 0.2714, 0.3653, 0.3173, 0.2508, 0.2302, 0.3055, 0.2357, 0.2794, -1.2075, 0.4565, -0.8017, -0.2641, -0.8135, -0.7321, 0.2538, 0.3145, 0.3532, 0.2846, 0.3453, 0.4107, 0.3208, 0.2565, 0.3065, 0.3519, 0.1707], "energy_ha": -2619.2149, "multiplicity": 1, "e_homo_ev": -8.549, "smiles": "COC[C@H](C)N.COC[C@H](C)N.COC[C@H](C)N.COC[C@H](C)N.COC[C@H](C)N.COC[C@H](C)N.COCCNCCOC.COCCNCCOC", "e_above_lowest_kcal_mol": 143.2, "orbital_gap_ev": 8.92}